1.
The ion C2H2BO3 with charge -1, computed with the ωB97M-V functional and the def2-TZVPD basis.

ORCA input file:
```
! RIJCOSX wB97M-V def2-TZVPD def2/J DEFGRID3
* xyz -1 1
B 0.08 -0.05 -0.32
C 0.26 1.41 -1.33
C 0.63 2.38 -0.10
O 1.84 2.27 0.14
O 0.33 1.70 -2.50
O -0.26 3.03 0.42
H -1.04 -0.26 -0.02
H 0.99 -0.62 0.13
*
```

Properties
* orbital gap: 6.75 eV
* DFT total energy: -8924.8852 eV
* HOMO energy: -3.42 eV
* SMILES: BC(=O)C(=O)[O-]
* energy relative to the best compared isomer or geometry (same formula, charge and spin): 1.541 eV

=====

2.
A cluster of 2 separate species, C2H2BO5 in total, computed with the ωB97M-V functional and the def2-TZVPD basis.

ORCA input file:
```
! RIJCOSX wB97M-V def2-TZVPD def2/J DEFGRID3
* xyz -1 1
B -0.40 0.60 -0.44
C -1.01 1.21 -1.68
C -1.80 0.54 1.57
O -1.44 1.44 2.26
O -1.82 1.93 -2.16
O -2.46 -0.44 1.38
O 0.70 1.58 0.08
O -0.02 -0.77 -0.27
H 0.97 1.12 0.91
H -0.90 -1.18 -0.24
*
```

Properties
* orbital gap (spin up / spin down): 5.54 / 5.54 eV
* DFT total energy: -13021.9914 eV
* HOMO energy (spin up / spin down): -1.95 / -1.95 eV
* energy relative to the best compared isomer or geometry (same formula, charge and spin): 3.088 eV

=====

3.
A cluster of 2 separate species, C2H2BO5 in total, computed with the ωB97M-V functional and the def2-TZVPD basis.

ORCA input file:
```
! RIJCOSX wB97M-V def2-TZVPD def2/J DEFGRID3
* xyz -1 1
B -0.46 -0.58 0.26
C 0.39 -1.79 0.01
C 1.06 1.25 0.00
O 1.79 1.51 0.93
O 1.41 -2.25 -0.53
O 0.75 1.57 -1.11
O -0.97 -0.16 1.52
O -1.29 -0.34 -0.89
H -1.73 0.42 1.42
H -0.94 0.37 -1.61
*
```

Properties
* orbital gap (spin up / spin down): 5.79 / 6.58 eV
* DFT total energy: -13022.0312 eV
* HOMO energy (spin up / spin down): -2.12 / -2.94 eV
* energy relative to the best compared isomer or geometry (same formula, charge and spin): 3.048 eV

=====

4.
A structure of composition C2H2Br3ClS, computed with the ωB97M-V functional and the def2-TZVPD basis.

ORCA input file:
```
! RIJCOSX wB97M-V def2-TZVPD def2/J DEFGRID3
* xyz 0 1
C 0.09 -0.10 -1.13
C -1.00 -0.11 1.17
S 1.55 -0.88 -0.67
Cl 2.95 0.62 -0.45
Br -1.11 -0.91 -2.28
Br -1.09 1.84 1.53
Br 0.42 -0.91 2.11
H 0.19 0.93 -1.58
H -1.99 -0.48 1.31
*
```

Properties
* orbital gap (spin up / spin down): 7.24 / 7.51 eV
* DFT total energy: -235587.7152 eV
* HOMO energy (spin up / spin down): -8.27 / -8.55 eV
* energy relative to the best compared isomer or geometry (same formula, charge and spin): 3.425 eV

=====

5.
A structure of composition C2H2Br3I, computed with the ωB97M-V functional and the def2-TZVPD basis.

ORCA input file:
```
! RIJCOSX wB97M-V def2-TZVPD def2/J DEFGRID3
* xyz 0 1
C 0.63 -1.79 0.60
C -0.90 1.37 -0.27
Br 1.81 -0.78 1.63
Br 1.04 -2.06 -1.19
Br -1.14 0.77 -2.02
I 0.79 2.48 0.20
H -0.42 -1.63 0.81
H -1.80 1.66 0.23
*
```

Properties
* orbital gap (spin up / spin down): 7.52 / 7.83 eV
* DFT total energy: -220330.6385 eV
* HOMO energy (spin up / spin down): -8.43 / -8.46 eV
* energy relative to the best compared isomer or geometry (same formula, charge and spin): 3.114 eV

=====

6.
A cluster of 2 separate species, C2H2Br3OP in total, computed with the ωB97M-V functional and the def2-TZVPD basis.

ORCA input file:
```
! RIJCOSX wB97M-V def2-TZVPD def2/J DEFGRID3
* xyz 0 1
C 1.65 0.34 -0.44
C -0.24 -0.96 -0.22
O 1.93 0.79 -1.45
P -1.49 0.31 -0.55
Br 2.41 0.89 1.19
Br -3.00 -0.49 0.95
Br -0.80 2.13 0.67
H -0.43 -1.34 0.85
H -0.04 -1.68 -0.99
*
```

Properties
* orbital gap (spin up / spin down): 8.00 / 7.99 eV
* DFT total energy: -223568.5953 eV
* HOMO energy (spin up / spin down): -9.39 / -9.39 eV
* energy relative to the best compared isomer or geometry (same formula, charge and spin): 2.306 eV

=====

7.
A cluster of 2 separate species, C2H2BrClO in total, computed with the ωB97M-V functional and the def2-TZVPD basis.

ORCA input file:
```
! RIJCOSX wB97M-V def2-TZVPD def2/J DEFGRID3
* xyz 0 1
C -1.03 -0.96 -1.03
C 0.48 0.71 0.72
O -1.79 -1.69 -0.54
Cl 0.66 2.29 0.14
Br 2.09 -0.37 0.87
H -0.30 -0.89 -1.72
H -0.11 0.91 1.57
*
```

Properties
* orbital gap (spin up / spin down): 7.01 / 9.01 eV
* DFT total energy: -86714.3069 eV
* HOMO energy (spin up / spin down): -7.87 / -8.69 eV
* energy relative to the best compared isomer or geometry (same formula, charge and spin): 4.161 eV

=====

8.
The molecule C2H2BrClO2, computed with the ωB97M-V functional and the def2-TZVPD basis.

ORCA input file:
```
! RIJCOSX wB97M-V def2-TZVPD def2/J DEFGRID3
* xyz 0 1
C -0.55 0.14 -0.05
C 1.01 0.21 -0.44
O -1.39 0.63 -0.73
O -0.79 -0.72 0.95
Cl -2.57 -0.79 1.24
Br 2.15 -0.31 1.06
H 1.19 1.29 -0.68
H 0.95 -0.45 -1.34
*
```

Properties
* orbital gap: 9.18 eV
* DFT total energy: -88764.1896 eV
* HOMO energy: -10.49 eV
* SMILES: O=C(CBr)OCl
* energy relative to the best compared isomer or geometry (same formula, charge and spin): 0.487 eV

=====

9.
A cluster of 2 separate species, C2H2BrF in total, computed with the ωB97M-V functional and the def2-TZVPD basis.

ORCA input file:
```
! RIJCOSX wB97M-V def2-TZVPD def2/J DEFGRID3
* xyz 0 3
C 0.16 -0.89 0.01
C -0.06 0.31 -0.39
F -0.50 1.81 1.59
Br -0.11 1.64 -1.55
H 0.47 -1.67 -0.68
H 0.04 -1.18 1.04
*
```

Properties
* orbital gap (spin up / spin down): 8.62 / 5.49 eV
* DFT total energy: -74859.7014 eV
* HOMO energy (spin up / spin down): -7.78 / -9.69 eV
* expectation value of S²: 2.0113
* energy relative to the best compared isomer or geometry (same formula, charge and spin): 0.000 eV

=====

10.
The molecule C2H2BrNO2, computed with the ωB97M-V functional and the def2-TZVPD basis.

ORCA input file:
```
! RIJCOSX wB97M-V def2-TZVPD def2/J DEFGRID3
* xyz 0 1
C 0.37 -0.98 -0.08
C 0.29 2.20 -0.35
N 0.25 1.26 -1.20
O 0.71 -0.04 -0.99
O -0.36 -0.87 0.85
Br -0.13 3.92 -0.86
H 0.85 -1.90 -0.45
H 0.59 2.11 0.70
*
```

Properties
* orbital gap: 11.17 eV
* DFT total energy: -77731.2546 eV
* HOMO energy: -10.58 eV
* SMILES: O=CO/N=C/Br
* energy relative to the best compared isomer or geometry (same formula, charge and spin): 2.080 eV

=====

11.
The ion C2H2BrO2S with charge -1, computed with the ωB97M-V functional and the def2-TZVPD basis.

ORCA input file:
```
! RIJCOSX wB97M-V def2-TZVPD def2/J DEFGRID3
* xyz -1 3
C -1.20 -0.19 -0.16
C -0.21 0.78 -0.19
O -0.76 -1.39 0.54
O -2.34 -0.26 -0.56
S 1.22 0.75 0.60
Br 3.65 -0.06 -0.45
H -0.39 1.72 -0.73
H 0.04 -1.34 0.96
*
```

Properties
* orbital gap (spin up / spin down): 6.93 / 5.27 eV
* DFT total energy: -87079.0622 eV
* HOMO energy (spin up / spin down): -3.29 / -4.46 eV
* expectation value of S²: 2.0111
* energy relative to the best compared isomer or geometry (same formula, charge and spin): 0.110 eV

=====

12.
The ion C2H2BrO3P with charge -2, computed with the ωB97M-V functional and the def2-TZVPD basis.

ORCA input file:
```
! RIJCOSX wB97M-V def2-TZVPD def2/J DEFGRID3
* xyz -2 1
C -1.11 0.75 -0.51
C 0.02 0.59 0.13
O 2.07 -0.95 1.18
O 1.10 -1.49 -1.04
O -0.34 -1.86 1.10
P 0.79 -1.12 0.39
Br 0.75 2.33 0.63
H -1.54 1.67 -0.90
H -1.74 0.08 -0.99
*
```

Properties
* orbital gap: 4.83 eV
* DFT total energy: -87580.4789 eV
* HOMO energy: 0.72 eV
* SMILES: C=C(Br)P(=O)([O-])[O-]
* energy relative to the best compared isomer or geometry (same formula, charge and spin): 0.000 eV